DFT (ωB97M-V with the def2-TZVPD basis set) results for a single CH3NO2S molecule.

Structure (XYZ):
```
8
Properties=species:S:1:pos:R:3
C 0.099 0.631 -0.271
N 0.839 -1.415 0.073
O 1.302 -0.046 -0.114
O -2.479 0.540 0.307
S -1.404 -0.386 -0.260
H -0.119 1.216 0.626
H 0.285 1.351 -1.071
H 1.477 -1.891 0.709
```

Its charge is 0. The value obtained for the energy relative to the best compared isomer or geometry (same formula, charge and spin) is 106.09 kcal per mole.